1.
{
  "formula": "C2H18NO5",
  "method": "ωB97M-V/def2-TZVPD",
  "total_charge": 1,
  "gap_ev": 12.278,
  "relative_energy_kj_mol": 20.6,
  "symbols": ["C", "C", "N", "H", "H", "H", "H", "H", "H", "H", "H", "H", "H", "O", "H", "H", "O", "H", "H", "O", "H", "H", "O", "H", "H", "O"],
  "xyz": [[1.86416, 0.56473, -1.18490], [0.70880, 1.35814, -1.73859], [-0.49362, 1.05690, -0.89360], [2.85276, 0.97697, -1.37615], [1.85570, 0.70888, -0.09259], [1.96532, -0.43099, -1.61455], [0.90718, 2.42908, -1.85627], [0.59133, 1.16639, -2.80630], [-0.63211, 0.06013, -1.10030], [-1.37628, 1.51804, -1.12167], [-0.23185, 1.16239, 0.09207], [-0.80911, -1.66632, 3.05667], [0.63341, -1.93435, 2.49561], [-0.18997, -1.44613, 2.34719], [-2.11857, -1.81159, -0.07421], [-0.76201, -1.97934, 0.62745], [-1.18770, -1.67343, -0.20459], [0.71898, 1.49703, 2.67175], [0.12833, 0.19519, 2.04857], [0.35788, 1.13896, 1.85966], [-3.23425, 2.80626, -2.66288], [-2.39624, 3.86696, -2.07891], [-2.65042, 2.95874, -1.91605], [0.55453, -4.63758, 1.95017], [1.92271, -4.07061, 1.69846], [1.02103, -3.81444, 1.87396]],
  "lowdin_charge": [-0.08, -0.21, 0.18, 0.09, 0.07, 0.09, 0.13, 0.13, 0.12, 0.12, 0.09, 0.10, 0.06, -0.06, 0.05, 0.02, -0.06, 0.06, 0.01, -0.07, 0.06, 0.05, -0.04, 0.05, 0.06, -0.02]
}

2.
{
  "formula": "C2H18O9Sn",
  "method": "ωB97M-V/def2-TZVPD",
  "gap_ev": 5.730,
  "relative_energy_kj_mol": 35.8,
  "symbols": ["Sn", "O", "C", "C", "O", "H", "H", "H", "H", "O", "H", "H", "O", "H", "H", "O", "H", "H", "O", "H", "H", "O", "H", "H", "O", "H", "H", "O", "H", "H"],
  "xyz": [[-10.91000, -1.31400, 9.32400], [-12.57400, -0.54100, 10.95900], [-12.92300, -1.79600, 11.58100], [-13.23800, -2.91900, 10.62100], [-12.08700, -3.35600, 10.04400], [-13.80300, -1.68700, 12.19400], [-12.18100, -1.96600, 12.40300], [-13.92700, -2.59300, 9.83600], [-13.64200, -3.71700, 11.18700], [-13.24400, -0.66900, 8.20600], [-13.81400, -1.06500, 8.84000], [-13.47400, -1.02600, 7.38700], [-9.22300, -2.55000, 10.86100], [-9.45200, -3.20800, 11.55200], [-8.25700, -2.70600, 10.75600], [-8.41800, -0.72700, 8.40100], [-8.07300, -0.37300, 7.57900], [-7.72900, -0.76900, 8.99900], [-10.85700, -1.31300, 6.70300], [-11.19000, -1.94800, 6.05000], [-10.90200, -0.40100, 6.34100], [-10.15400, 0.70000, 11.08400], [-11.04400, 1.08600, 11.15800], [-9.97800, 0.41700, 11.96000], [-10.81600, 1.20800, 8.32400], [-11.57200, 1.68000, 8.04200], [-10.19600, 1.22900, 7.57100], [-9.57300, -3.41500, 8.03400], [-9.24700, -2.98300, 7.25100], [-8.82900, -3.95300, 8.34600]],
  "lowdin_charge": [1.50, -0.43, -0.39, -0.46, -0.39, 0.08, 0.10, 0.08, 0.09, -0.08, 0.01, 0.02, -0.14, 0.08, 0.07, -0.09, 0.06, 0.01, -0.15, 0.08, 0.06, -0.12, 0.04, 0.02, -0.09, 0.04, 0.05, -0.11, 0.01, 0.06]
}

3.
{
  "formula": "C2H19NO6S",
  "method": "ωB97M-V/def2-TZVPD",
  "gap_ev": 8.927,
  "relative_energy_kj_mol": 68.6,
  "symbols": ["C", "C", "S", "N", "H", "H", "H", "H", "H", "H", "H", "H", "H", "O", "H", "H", "O", "H", "H", "O", "H", "H", "O", "H", "H", "O", "H", "H", "O"],
  "xyz": [[1.11838, -2.49046, -0.54097], [1.61733, -1.45450, -1.69109], [0.32410, -0.41537, -2.42843], [2.29996, -3.01382, 0.17371], [0.45165, -2.00335, 0.11580], [0.59529, -3.37516, -1.01152], [2.36863, -0.90742, -1.16244], [2.08582, -1.90146, -2.54705], [0.50636, 0.64484, -1.71761], [2.18392, -3.49900, 0.98878], [3.24965, -2.93384, -0.13632], [0.10954, 2.73759, 1.01577], [0.30422, 3.44572, -0.06813], [0.90139, 3.20701, 0.63790], [-1.41017, 0.28356, 1.97261], [-1.61060, -0.03458, 3.44581], [-1.78034, -0.50866, 2.52922], [-2.03335, 2.50165, 0.61441], [-2.58053, 1.77639, 1.93055], [-1.77147, 2.12376, 1.53077], [-3.52093, -1.51724, 0.37144], [-2.14727, -1.73832, -0.19922], [-2.89218, -1.16280, -0.35555], [2.91008, 1.63026, 2.61386], [3.52579, 0.79307, 1.56025], [3.53690, 1.00784, 2.55436], [-2.60070, 1.01573, -0.79610], [-3.40168, 1.74796, -1.72686], [-2.57999, 1.92610, -1.17580]],
  "lowdin_charge": [-0.28, -0.53, 0.72, -0.01, 0.06, 0.11, 0.05, 0.04, -0.20, 0.02, 0.06, 0.02, 0.02, -0.07, 0.04, 0.10, -0.16, 0.07, 0.05, -0.11, 0.10, 0.01, -0.09, -0.06, 0.08, -0.04, 0.02, 0.09, -0.10]
}

4.
{
  "formula": "C2H19O15P",
  "method": "ωB97M-V/def2-TZVPD",
  "total_charge": -4,
  "gap_ev": 3.183,
  "relative_energy_kj_mol": 0.0,
  "symbols": ["O", "H", "H", "H", "O", "H", "H", "H", "C", "O", "O", "O", "C", "O", "H", "H", "H", "P", "O", "O", "O", "O", "O", "H", "H", "O", "H", "H", "O", "H", "H", "O", "H", "H", "O", "H", "H"],
  "xyz": [[-9.70739, -4.99650, -24.81444], [-9.56855, -5.71791, -25.60475], [-10.26241, -5.42848, -24.14257], [-8.85495, -4.75704, -24.39113], [-8.97883, -5.07172, -28.39966], [-8.61827, -4.36605, -27.71903], [-8.25306, -5.43604, -29.05856], [-9.29387, -5.92130, -27.77143], [-8.47011, -3.00639, -25.59873], [-7.63803, -3.95257, -25.31100], [-9.13320, -2.41322, -24.61497], [-8.81157, -2.76093, -26.86612], [-7.04610, -5.25778, -31.43205], [-7.22634, -6.10291, -30.36398], [-7.87015, -4.50882, -31.54885], [-6.13946, -4.62937, -31.22551], [-6.90794, -5.69115, -32.45530], [-9.05283, -8.31459, -26.61376], [-7.51124, -8.22446, -26.73217], [-9.52661, -6.76973, -26.48744], [-9.53845, -9.12055, -25.40408], [-9.46757, -8.86158, -28.02069], [-12.26083, -6.01567, -26.29324], [-12.25194, -5.06035, -26.46148], [-11.30061, -6.34293, -26.44739], [-10.40666, -2.30377, -29.29848], [-9.96227, -2.73582, -28.52878], [-11.06806, -2.94946, -29.56547], [-11.78838, -3.34494, -26.96559], [-12.48331, -2.69755, -26.81788], [-10.96398, -2.80529, -27.13872], [-11.10736, -7.88469, -30.15138], [-10.45015, -7.38100, -30.64348], [-10.55296, -8.35857, -29.45813], [-4.95210, -5.06359, -28.75114], [-4.56822, -4.32034, -29.22781], [-5.54760, -5.49962, -29.41521]],
  "lowdin_charge": [0.11, 0.05, 0.14, 0.09, 0.06, 0.12, 0.11, 0.12, -0.87, -0.15, -0.24, -0.20, -0.43, -0.37, 0.04, 0.02, 0.02, -0.04, -0.53, -0.43, -0.54, -0.50, -0.16, -0.04, 0.03, -0.11, -0.01, 0.02, -0.08, 0.03, 0.04, -0.16, -0.01, -0.01, -0.10, -0.01, 0.01]
}

5.
{
  "formula": "C2H2",
  "method": "ωB97M-V/def2-TZVPD",
  "gap_ev": 12.275,
  "relative_energy_kj_mol": 37.5,
  "symbols": ["C", "C", "H", "H"],
  "xyz": [[-0.58257, -0.09794, -0.00951], [0.57631, 0.06949, -0.05156], [-1.60431, 0.26583, 0.14064], [1.64191, -0.09513, 0.22576]],
  "lowdin_charge": [-0.04, -0.04, 0.04, 0.05]
}

6.
{
  "formula": "C2H23HgO10",
  "method": "ωB97M-V/def2-TZVPD",
  "total_charge": 1,
  "gap_ev": 6.566,
  "relative_energy_kj_mol": 62.0,
  "symbols": ["Hg", "C", "C", "O", "H", "H", "H", "H", "H", "O", "H", "H", "O", "H", "H", "O", "H", "H", "O", "H", "H", "O", "H", "H", "O", "H", "H", "O", "H", "H", "O", "H", "H", "O", "H", "H"],
  "xyz": [[11.91200, 11.63100, 3.15800], [14.91400, 13.75700, 2.90100], [13.64600, 14.50600, 2.70800], [12.67300, 13.54600, 2.32200], [15.73400, 14.32300, 3.25600], [15.20500, 13.27500, 1.91700], [14.72800, 12.91800, 3.58900], [13.75900, 15.23600, 1.99400], [13.20800, 14.98400, 3.57900], [10.45700, 15.99000, 4.09000], [9.49900, 16.02800, 4.04500], [10.63200, 15.36200, 3.38400], [13.02000, 13.69700, -0.28800], [12.46500, 12.90500, -0.49300], [12.98000, 13.76400, 0.71000], [12.09300, 13.30300, 4.91900], [12.62400, 13.50100, 5.71800], [12.26300, 14.12600, 4.48100], [10.97900, 11.91600, 0.79800], [11.07400, 11.51800, -0.04000], [10.22600, 12.41700, 0.56200], [13.89700, 10.82500, 1.66500], [14.39300, 11.32400, 0.99400], [14.40500, 10.00600, 1.69300], [10.89800, 15.43200, 1.27200], [11.54900, 14.82400, 1.71600], [11.52700, 15.94700, 0.72300], [16.53200, 10.72800, 0.20700], [16.57900, 10.97800, 1.11600], [16.00000, 11.31800, -0.34800], [13.50000, 10.85900, 4.74300], [13.82800, 9.97400, 4.73900], [13.90000, 11.23800, 5.53500], [16.53100, 11.27300, 2.81400], [15.81600, 11.71900, 3.19100], [16.63800, 10.39800, 3.21600]],
  "lowdin_charge": [1.38, -0.06, -0.33, -0.45, 0.09, 0.11, 0.05, 0.11, 0.10, -0.05, 0.05, -0.02, -0.09, 0.03, -0.03, -0.10, 0.10, -0.01, -0.03, 0.05, 0.06, -0.09, 0.04, 0.06, -0.08, -0.02, 0.07, -0.04, -0.05, 0.05, -0.07, 0.06, 0.09, -0.02, -0.05, 0.09]
}